Formula: C9H18N4
Source: the Open Molecules 2025 dataset
Level of theory: wB97M-V/def2-TZVPD

Molar mass ... 182.27 g mol⁻¹
Kohn-Sham gap ... 9.1550 eV
HOMO level ... -0.309 hartree
Energy ... -572.62397 hartree
Net charge ... 0

```
31
Properties=species:S:1:pos:R:3:forces:R:3:mulliken_charge:R:1
C -2.061183 -0.269910 1.723429 -0.295 0.244 -0.965 -1.65
C -1.976232 -0.618730 0.274789 0.336 -0.501 -0.333 0.27
C -2.297452 0.547869 -0.687088 2.123 -0.101 -0.975 -0.75
C -1.127880 1.592215 -0.582439 -0.836 0.039 -2.110 -1.04
N 0.163539 1.035372 -0.759967 1.719 -0.631 -1.048 0.13
C 0.489670 0.676044 -2.157954 0.031 -0.739 0.674 -0.77
C 0.559044 0.066402 0.170576 -2.216 -1.097 -0.469 -0.81
N 1.877769 -0.448736 0.130485 -0.216 1.397 -0.426 -0.01
C 2.114990 -1.359588 1.226814 -1.763 1.369 1.424 -1.07
C 2.730909 0.729287 0.281760 0.290 1.533 -0.487 -1.05
N -0.595466 -1.266102 0.186361 -0.297 4.642 0.518 -0.16
C -0.427610 -2.074980 -0.814639 0.106 0.665 1.645 0.48
N -0.056282 -2.979600 -1.376124 0.934 -3.146 -3.090 -0.62
H -1.141283 0.047962 2.121791 1.012 0.570 0.487 0.35
H -2.282148 -1.199565 2.140659 -0.714 -1.106 1.553 0.47
H -2.791095 0.485055 1.825313 -1.084 0.647 0.803 0.38
H -2.719843 -1.414738 0.102017 0.402 0.147 -0.200 0.52
H -3.149276 1.143112 -0.405930 -0.839 -0.443 0.158 0.43
H -2.424711 0.108466 -1.729843 0.166 0.859 1.120 0.31
H -1.163805 2.400820 -1.358845 -0.544 -0.679 0.557 0.54
H -1.170726 2.118708 0.328832 -0.192 0.432 1.495 0.40
H 1.651855 0.868296 -2.248857 -2.617 -0.152 -0.852 0.24
H 0.303129 -0.419384 -2.153502 0.585 0.528 -0.971 0.24
H -0.345353 1.112848 -2.834538 2.235 -0.252 0.719 0.37
H 0.407891 0.547227 1.089617 -0.742 0.124 1.940 0.65
H 3.095166 -1.655532 1.069540 1.803 -1.176 0.291 0.45
H 1.966123 -0.912934 2.296062 0.419 -0.218 -1.638 0.27
H 1.369656 -2.118858 1.164255 -0.012 -1.016 -0.091 0.35
H 2.487517 1.563279 -0.431002 -0.040 -0.990 0.670 0.33
H 2.752505 1.174267 1.295027 -0.628 -0.212 -0.037 0.38
H 3.760576 0.521426 0.113404 0.873 -0.735 -0.364 0.39
```
Positions in Å, forces in eV/Å.